--- w ---
# H22NO9

A structure of composition H22NO9 (ωB97M-V with the def2-TZVPD basis set, OMol25).

The geometry in XYZ format:
```
32
H22NO9 | OMol25 | ωB97M-V with the def2-TZVPD basis set
N -0.237 0.161 -0.066
H 0.680 0.460 0.235
H -1.044 0.485 0.447
H -0.273 -0.824 -0.286
H -0.294 0.698 -0.919
O 2.861 -0.044 0.735
H 2.436 -0.364 -0.061
H 2.172 -0.064 1.400
O 1.149 0.465 2.108
H 1.361 0.611 3.030
H 0.963 1.338 1.763
O -0.099 -1.280 1.900
H -1.025 -1.078 1.767
H 0.238 -0.541 2.406
O 1.681 -0.434 -1.109
H 1.851 0.010 -1.940
H 1.649 -1.363 -1.336
O -1.576 0.784 1.410
H -2.157 0.025 1.462
H -2.046 1.478 1.871
O 1.220 1.740 -0.675
H 0.818 2.531 -1.033
H 1.521 1.997 0.196
O -0.858 0.846 -1.884
H -1.408 1.513 -2.294
H -1.264 0.015 -2.132
O -2.182 -0.730 -1.908
H -3.110 -0.595 -2.101
H -2.177 -1.271 -1.118
O -0.399 -1.852 -0.463
H 0.173 -2.516 -0.077
H -0.623 -2.200 -1.326
```

The charge is +1. The HOMO energy comes out at -12.15 eV. The HOMO-LUMO gap is 0.315 Ha.



--- x ---
# H22NO9

A cluster of 10 separate species, H22NO9 in total (ωB97M-V with the def2-TZVPD basis set, OMol25).

The geometry in XYZ format:
```
32
H22NO9 | OMol25 | ωB97M-V with the def2-TZVPD basis set
N 0.175 4.718 -10.316
H -0.825 4.574 -10.327
H 0.517 5.390 -9.644
H 0.291 4.999 -11.279
H 0.750 3.899 -10.180
O -0.279 4.754 -6.523
H -0.007 4.037 -5.950
H 0.451 4.864 -7.133
O -0.193 7.264 -8.916
H -0.871 7.621 -9.490
H 0.153 8.026 -8.451
O 1.145 6.003 -12.314
H 1.356 6.935 -12.361
H 1.572 5.622 -13.082
O -0.725 1.677 -8.823
H -1.108 1.161 -9.532
H -0.033 1.121 -8.467
O 0.862 2.242 -11.764
H 1.131 2.309 -12.680
H 1.056 1.337 -11.522
O -1.304 6.036 -14.156
H -0.377 5.929 -14.368
H -1.322 6.149 -13.205
O -2.566 4.521 -10.887
H -3.432 4.705 -10.523
H -2.713 3.808 -11.508
O -2.278 7.312 -10.949
H -2.544 6.460 -11.294
H -3.056 7.644 -10.502
O 1.909 4.296 -8.260
H 2.434 4.988 -8.661
H 2.418 3.497 -8.400
```

The charge is +1. The HOMO energy comes out at -13.25 eV. The HOMO-LUMO gap is 0.371 Ha.



--- y ---
# H22NO9

A cluster of 10 separate species, H22NO9 in total (ωB97M-V with the def2-TZVPD basis set, OMol25).

The geometry in XYZ format:
```
32
H22NO9 | OMol25 | ωB97M-V with the def2-TZVPD basis set
N -0.139 0.222 0.007
H 0.043 -0.178 0.874
H -0.274 -0.358 -0.838
H 0.554 0.900 -0.113
H -0.966 0.673 0.108
O -3.218 2.517 0.127
H -3.637 2.937 1.020
H -2.582 3.092 -0.151
O -0.408 -2.854 -0.061
H -1.279 -3.036 -0.203
H -0.274 -3.287 0.788
O -0.998 2.117 -2.021
H -0.793 3.048 -2.030
H -1.899 2.158 -2.177
O 2.680 -1.805 -0.880
H 2.858 -0.795 -0.960
H 2.712 -1.782 -0.019
O -0.865 1.504 2.990
H -1.372 0.987 3.553
H 0.006 1.594 3.670
O 0.869 -2.535 -3.015
H 1.170 -2.234 -2.169
H 1.548 -2.334 -3.654
O -3.407 -0.883 -0.308
H -3.863 -1.114 0.593
H -4.070 -0.207 -0.626
O 2.100 -0.432 2.250
H 2.425 -1.380 2.597
H 2.808 0.117 2.111
O 3.148 0.855 -0.610
H 3.936 0.544 -0.272
H 3.177 1.963 -0.595
```

The charge is +1. The HOMO energy comes out at -12.98 eV. The HOMO-LUMO gap is 0.359 Ha.



x ends up most stable, edging out the next structure by 276.7 kJ/mol.



--- w ---
# C5H12Cl

A cluster of 2 separate species, C5H12Cl in total (ωB97M-V with the def2-TZVPD basis set, OMol25).

The geometry in XYZ format:
```
18
C5H12Cl | OMol25 | ωB97M-V with the def2-TZVPD basis set
Cl 0.580 -2.962 4.130
H 0.752 -1.914 3.453
C -0.149 0.247 -0.967
C -1.378 0.765 -0.413
C -2.460 -0.327 -0.078
C 1.098 0.991 -0.779
C 2.347 0.079 -0.646
H -0.097 -0.766 -1.390
H -1.013 1.151 0.577
H -1.861 1.626 -0.935
H -3.412 0.188 0.134
H -2.612 -1.103 -0.858
H -2.111 -0.806 0.850
H 1.341 1.818 -1.490
H 0.984 1.482 0.208
H 3.285 0.651 -0.707
H 2.272 -0.432 0.327
H 2.434 -0.689 -1.416
```

Its multiplicity is 2. The charge is 0. The HOMO energy (alpha / beta) comes out at -7.47 / -11.55 eV. The expectation value of S² is 0.7537. The HOMO-LUMO gap (alpha / beta) is 0.300 / 0.443 Ha.



--- x ---
# C5H12Cl

A cluster of 2 separate species, C5H12Cl in total (ωB97M-V with the def2-TZVPD basis set, OMol25).

The geometry in XYZ format:
```
18
C5H12Cl | OMol25 | ωB97M-V with the def2-TZVPD basis set
Cl 2.875 -0.624 -2.282
H -1.962 -0.232 -0.907
C -1.691 0.049 0.114
H -2.066 1.053 0.349
H -2.086 -0.684 0.829
C -0.161 0.044 0.162
C 0.335 -1.343 -0.233
C 0.361 1.018 -0.889
C 0.319 0.426 1.564
H 1.431 -1.325 -0.272
H -0.007 -2.062 0.515
H -0.084 -1.576 -1.225
H 1.456 0.965 -0.907
H -0.059 0.719 -1.862
H 0.041 2.027 -0.618
H 1.416 0.412 1.562
H -0.049 1.431 1.811
H -0.071 -0.299 2.290
```

Its multiplicity is 2. The charge is 0. The HOMO energy (alpha / beta) comes out at -11.19 / -11.25 eV. The expectation value of S² is 0.7524. The HOMO-LUMO gap (alpha / beta) is 0.443 / 0.271 Ha.



x ends up most stable, edging out the next structure by 44.8 kJ/mol.



--- w ---
# H28O14

A cluster of 14 separate species, H28O14 in total (ωB97M-V with the def2-TZVPD basis set, OMol25).

The geometry in XYZ format:
```
42
H28O14 | OMol25 | ωB97M-V with the def2-TZVPD basis set
O 0.980 1.845 -2.979
H 0.153 1.798 -3.484
H 1.008 2.749 -2.618
O -0.293 -2.757 3.081
H -0.188 -3.663 3.386
H -0.826 -2.891 2.264
O 0.325 -0.490 2.007
H -0.608 -0.485 1.754
H 0.427 -1.331 2.519
O 3.978 0.334 -1.428
H 4.311 0.466 -2.320
H 3.287 1.015 -1.371
O -2.645 4.342 1.015
H -2.539 3.380 0.979
H -2.181 4.612 1.825
O -2.139 -3.352 1.337
H -2.146 -4.180 0.858
H -2.631 -2.704 0.809
O 1.377 -1.208 -2.966
H 1.908 -0.627 -2.407
H 1.942 -1.816 -3.444
O -2.685 -0.783 0.127
H -1.952 -1.034 -0.463
H -2.643 0.026 0.639
O 1.703 -1.154 -0.706
H 2.136 -0.457 -1.216
H 1.127 -0.751 -0.044
O 0.225 2.195 1.610
H 0.810 2.506 2.301
H 0.643 1.453 1.157
O -0.944 4.391 -1.435
H -1.521 4.484 -0.650
H -1.192 3.487 -1.664
O -2.532 1.442 2.200
H -3.155 1.896 2.771
H -1.603 1.613 2.423
O 2.792 -3.517 -0.788
H 2.259 -3.090 -0.103
H 2.860 -2.839 -1.455
O -0.360 -1.688 -1.028
H 0.030 -1.341 -1.864
H 0.503 -1.875 -0.630
```

The charge is 0. The HOMO energy comes out at -10.49 eV. The HOMO-LUMO gap is 0.380 Ha.



--- x ---
# H28O14

A cluster of 14 separate species, H28O14 in total (ωB97M-V with the def2-TZVPD basis set, OMol25).

The geometry in XYZ format:
```
42
H28O14 | OMol25 | ωB97M-V with the def2-TZVPD basis set
H -0.712 0.435 -0.372
H 0.703 0.448 -0.332
H -2.399 1.221 -1.173
H -1.850 2.380 -1.932
H 4.514 0.342 1.926
H 5.023 1.519 2.865
H 2.018 0.831 3.337
H 1.244 2.146 3.477
H 2.913 -1.545 -2.326
H 1.624 -0.695 -2.783
H -3.331 0.878 2.728
H -3.846 -0.486 2.273
H -1.903 -2.836 -2.284
H -1.639 -3.936 -1.292
H 0.032 2.487 -0.155
H 0.006 2.650 -1.611
H 0.163 -1.334 -1.140
H 0.503 -2.756 -0.678
H 5.351 2.421 -2.118
H 4.337 2.429 -1.006
H -2.469 -3.568 0.805
H -1.551 -2.809 1.616
H -3.413 3.865 -1.401
H -3.869 5.284 -1.115
H 3.767 -2.354 0.505
H 5.170 -2.712 0.498
H -3.997 -1.156 0.220
H -4.770 -2.228 -0.375
O -0.040 0.678 0.236
O -2.666 1.868 -1.808
O 4.225 1.033 2.626
O 1.364 1.239 3.823
O 2.247 -0.913 -2.003
O -4.003 0.293 2.866
O -1.691 -3.748 -2.187
O -0.575 2.639 -0.898
O 0.103 -1.881 -0.333
O 4.675 1.784 -1.677
O -2.190 -3.539 1.682
O -3.258 4.595 -0.792
O 4.402 -2.912 -0.078
O -4.213 -2.058 0.385
```

The charge is 0. The HOMO energy comes out at -10.96 eV. The HOMO-LUMO gap is 0.380 Ha.



w ends up most stable, edging out the next structure by 118.8 kJ/mol.



--- w ---
# H28O14

A cluster of 14 separate species, H28O14 in total (ωB97M-V with the def2-TZVPD basis set, OMol25).

The geometry in XYZ format:
```
42
H28O14 | OMol25 | ωB97M-V with the def2-TZVPD basis set
O 9.126 -20.442 -0.728
H 9.511 -19.567 -0.481
H 8.873 -20.854 0.104
O 12.156 -16.038 0.493
H 12.065 -15.271 -0.087
H 11.625 -15.804 1.274
O 6.973 -13.534 -0.874
H 6.432 -14.204 -0.429
H 7.887 -13.814 -0.688
O 5.387 -15.644 0.177
H 4.608 -16.007 0.608
H 6.001 -16.404 0.038
O 8.821 -16.087 -2.216
H 9.183 -15.239 -2.500
H 8.891 -16.059 -1.252
O 10.828 -14.903 2.754
H 11.434 -14.211 3.045
H 10.445 -15.284 3.570
O 6.678 -17.110 3.270
H 6.852 -16.488 2.550
H 6.295 -17.882 2.831
O 6.755 -17.689 -0.980
H 7.293 -17.031 -1.471
H 6.150 -18.034 -1.645
O 10.507 -18.200 -0.014
H 10.918 -18.875 0.542
H 11.171 -17.475 -0.049
O 9.134 -16.380 4.327
H 8.237 -16.559 3.969
H 9.698 -17.011 3.864
O 6.789 -18.920 1.086
H 6.231 -18.612 0.359
H 7.032 -19.821 0.836
O 9.697 -13.577 -0.045
H 9.862 -12.955 0.672
H 9.621 -14.450 0.393
O 9.372 -18.337 2.375
H 8.772 -18.772 1.750
H 9.221 -18.795 3.212
O 8.985 -16.096 0.985
H 8.681 -17.012 0.967
H 9.368 -15.985 1.868
```

The charge is 0. The HOMO energy comes out at -10.03 eV. The HOMO-LUMO gap is 0.360 Ha.



--- x ---
# H28O14

A cluster of 14 separate species, H28O14 in total (ωB97M-V with the def2-TZVPD basis set, OMol25).

The geometry in XYZ format:
```
42
H28O14 | OMol25 | ωB97M-V with the def2-TZVPD basis set
H 0.934 -0.199 0.730
H -0.276 -1.118 0.685
H 2.846 -0.650 1.215
H 2.552 0.822 0.977
H -4.030 2.509 -0.837
H -4.609 1.456 0.095
H -0.072 3.913 -0.982
H 0.115 4.862 0.190
H 2.765 2.327 -0.159
H 2.027 3.326 -1.035
H 1.719 0.303 -2.393
H 2.626 1.460 -2.779
H -0.973 -0.987 2.398
H -1.916 -2.077 1.915
H -5.315 -2.400 0.100
H -4.495 -1.408 -0.708
H -0.885 -4.507 0.233
H -0.519 -3.077 0.597
H -1.070 4.333 2.625
H -1.393 2.851 2.522
H -1.506 -1.831 -0.820
H -1.656 -1.463 -2.287
H -0.484 0.341 -2.500
H -0.380 -0.225 -1.093
H 2.216 -2.449 0.820
H 1.893 -3.542 1.827
H 4.185 -1.031 0.016
H 4.907 -1.797 -1.080
O -0.012 -0.201 0.545
O 2.930 0.217 1.626
O -3.852 2.044 -0.012
O -0.400 4.742 -0.616
O 2.539 2.510 -1.078
O 2.519 0.508 -2.889
O -1.680 -1.155 1.765
O -5.206 -2.054 -0.792
O -0.147 -3.887 0.230
O -0.743 3.464 2.884
O -1.620 -2.222 -1.694
O -0.978 0.256 -1.677
O 2.370 -2.709 1.736
O 5.068 -1.253 -0.301
```

The charge is 0. The HOMO energy comes out at -11.13 eV. The HOMO-LUMO gap is 0.390 Ha.



w ends up most stable, edging out the next structure by 279.9 kJ/mol.